(1)
The following is a DFT calculation (ωB97M-V/def2-TZVPD) of a molecular structure, C5H21O6 in a non-equilibrium geometry.

```
32
C5H21O6, DFT ωB97M-V/def2-TZVPD
C -0.349 -0.304 -2.322
O -0.134 -1.651 -1.923
C -1.190 0.502 -1.359
C -0.236 1.463 -0.690
C -0.640 1.882 0.734
C 0.004 2.663 -1.618
H 0.709 -0.079 -2.686
H -0.956 -0.420 -3.267
H -1.615 -0.317 -0.769
H -1.980 0.987 -1.971
H 0.737 0.925 -0.537
H -1.733 1.728 0.853
H -0.007 1.404 1.448
H -0.517 2.967 0.814
H -0.814 3.353 -1.371
H 0.000 2.515 -2.704
H 0.917 3.268 -1.398
H 1.466 -1.895 1.054
H 2.988 -1.740 1.917
O 2.272 -1.172 1.606
H 2.725 0.415 0.778
H 2.408 1.136 2.023
O 2.786 1.334 1.159
H 0.367 -1.738 -1.065
H 0.647 -3.529 0.838
O 0.477 -2.598 0.659
H -1.866 -2.378 -0.252
H -2.009 -2.699 1.099
O -2.607 -2.429 0.381
H -0.524 -1.822 2.410
H -0.469 -0.456 2.987
O -0.855 -1.316 3.172
```

Properties
HOMO (Ha): -0.2111
Energy relative to the best compared isomer or geometry (same formula, charge and spin) (kcal per mole): 24.17
Total charge: -1
Kohn-Sham gap (eV): 9.2
LUMO energy (eV): 3.45

***

(2)
The following is a DFT calculation (ωB97M-V/def2-TZVPD) of a molecular structure, C5H22AlN10O7 in a non-equilibrium geometry.

```
45
C5H22AlN10O7, DFT ωB97M-V/def2-TZVPD
Al 0.201 -0.923 -0.331
O 1.982 -2.626 0.476
H 2.396 -3.105 -0.258
O -0.431 1.072 -1.987
H -1.014 1.467 -1.328
C 2.153 -0.345 -3.633
O 1.869 -1.135 -2.716
N 1.338 0.618 -4.052
N 3.449 -0.253 -4.071
H 0.484 0.759 -3.525
H 1.493 1.214 -4.844
H 3.574 0.181 -4.971
H 4.026 -1.048 -3.851
C -3.641 -0.150 -0.475
O -2.651 -0.725 -0.024
N -3.562 0.886 -1.354
N -4.908 -0.464 -0.111
H -2.681 1.146 -1.766
H -4.434 1.119 -1.795
H -5.144 -1.022 0.689
H -5.658 -0.090 -0.665
C -1.192 2.249 1.745
O -0.471 1.387 1.257
N -0.857 3.077 2.761
N -2.482 2.472 1.347
H 0.099 3.243 3.025
H -1.524 3.668 3.221
H -3.039 3.194 1.758
H -2.768 1.860 0.604
C -0.828 -3.618 2.274
O -0.917 -2.591 1.606
N 0.266 -4.421 2.291
N -1.807 -4.017 3.142
H 0.233 -5.252 2.847
H 1.028 -3.997 1.772
H -1.679 -4.929 3.535
H -2.424 -3.293 3.461
C 3.364 1.488 0.226
O 2.521 0.733 -0.250
N 3.150 2.826 0.361
N 4.432 1.009 0.910
H 2.467 3.291 -0.210
H 3.909 3.371 0.734
H 4.638 0.036 0.775
H 5.041 1.638 1.399
```

Properties
HOMO (Ha): -0.4437
Energy relative to the best compared isomer or geometry (same formula, charge and spin) (kcal per mole): 0.00
Total charge: +1
Kohn-Sham gap (eV): 6.1
LUMO energy (eV): -5.94

***

(3)
The following is a DFT calculation (ωB97M-V/def2-TZVPD) of 5 unconnected molecules or ions with the total composition C5H22N2O4 in a non-equilibrium geometry.

```
33
C5H22N2O4, DFT ωB97M-V/def2-TZVPD
C -2.546 -0.881 -0.304
N -1.098 -0.667 -0.149
C -0.691 0.741 -0.026
C 0.712 1.009 0.483
C 0.772 2.213 1.353
N 1.670 1.185 -0.677
C 2.506 -0.048 -0.868
H -2.759 -1.947 -0.449
H -2.950 -0.380 -1.183
H -3.050 -0.490 0.583
H -0.573 -1.278 -0.749
H -0.777 1.152 -1.045
H -1.469 1.270 0.518
H 0.982 0.083 1.026
H 0.664 3.175 0.794
H 1.659 2.372 1.967
H -0.139 2.356 1.942
H 2.404 1.863 -0.510
H 2.005 -0.816 -1.478
H 3.441 0.224 -1.355
H 2.731 -0.628 0.063
O 0.294 0.341 -3.822
H -0.061 -0.556 -3.801
H 0.521 0.516 -2.889
O 1.266 -2.899 -1.647
H 1.528 -3.699 -1.197
H 0.425 -2.602 -1.302
O -2.537 1.626 2.607
H -2.525 0.743 2.997
H -1.609 1.782 2.819
O 0.115 -1.764 2.180
H -0.417 -1.784 1.351
H -0.494 -2.213 2.769
```

Properties
SMILES string: CNC[C@H](C)NC.O.O.O.O
HOMO (Ha): -0.3339
Energy relative to the best compared isomer or geometry (same formula, charge and spin) (kcal per mole): 54.42
Kohn-Sham gap (eV): 9.4
LUMO energy (eV): 0.28

***

(4)
The following is a DFT calculation (ωB97M-V/def2-TZVPD) of 5 unconnected molecules or ions with the total composition C5H22NO4S in a non-equilibrium geometry.

```
33
C5H22NO4S, DFT ωB97M-V/def2-TZVPD
C 0.074 1.360 -1.989
C 0.386 0.547 -0.758
C -0.834 0.555 0.176
C -0.932 1.953 0.829
S -0.468 1.969 2.595
C 0.975 0.911 2.719
N 0.712 -0.903 -1.069
H 0.105 0.767 -2.892
H 0.715 2.215 -2.161
H -0.958 1.702 -2.113
H 1.225 0.877 -0.191
H -1.700 0.292 -0.423
H -0.807 -0.173 0.981
H -0.477 2.783 0.292
H -2.003 2.156 0.904
H 1.332 0.401 1.846
H 0.708 0.050 3.347
H 1.812 1.280 3.308
H 1.289 -0.913 -1.918
H 1.242 -1.247 -0.267
H -0.127 -1.465 -1.204
H 2.548 -1.726 1.698
H 3.665 -1.028 0.996
O 2.700 -1.060 1.007
H 2.906 -0.791 -3.957
H 3.027 0.414 -2.974
O 2.592 -0.433 -3.122
H -2.163 -2.998 -0.557
H -2.675 -1.844 0.375
O -1.972 -2.108 -0.248
H -4.702 -0.482 1.505
H -4.174 -1.919 1.904
O -4.020 -1.141 1.362
```

Properties
HOMO (Ha): -0.4030
Total charge: +1
Kohn-Sham gap (eV): 8.3
LUMO energy (eV): -2.65